{
  "formula": "C34H33BF6O2",
  "method": "wB97M-V/def2-TZVPD",
  "elements": ["B", "H", "C", "F", "C", "C", "H", "H", "H", "C", "C", "H", "H", "H", "C", "C", "H", "H", "C", "H", "H", "C", "C", "C", "H", "H", "C", "C", "F", "O", "H", "C", "H", "C", "H", "H", "H", "H", "C", "C", "C", "F", "C", "H", "C", "C", "C", "C", "O", "C", "C", "C", "H", "H", "H", "H", "H", "C", "C", "F", "H", "C", "C", "C", "C", "C", "H", "H", "F", "H", "F", "C", "H", "H", "H", "H"],
  "positions_angstrom": [[-1.0629, -0.4328, 2.1782], [0.4236, -1.6859, -2.9388], [-3.3240, 1.2402, -3.0282], [5.9883, 2.1842, -4.6283], [0.5372, -0.6598, -2.5557], [3.1772, 1.8209, -3.7401], [-3.2993, 1.5296, 4.4134], [5.1803, -0.5988, -2.4346], [-0.0731, -4.2187, 4.7711], [-2.2493, 1.3272, 2.4679], [3.6016, -1.1789, 1.0694], [3.0323, -1.7600, -2.3077], [-0.4172, -1.0446, -0.7226], [-3.9784, -0.7030, -3.7111], [5.6297, 1.9195, -3.3288], [-0.7722, 0.1065, -2.8656], [1.0172, 2.6802, 1.9631], [4.2921, -0.5600, 1.6351], [2.8602, -3.3498, 0.3277], [-3.9813, 0.3364, 3.2819], [-2.5158, -0.0584, 4.1784], [-4.6970, 1.8387, -3.0166], [-3.1490, -0.0926, -3.3680], [4.3194, 1.1936, -3.2687], [4.7731, -2.9852, 1.2884], [0.9422, -3.3957, -0.7261], [-2.2449, 2.0399, -2.6633], [-2.1884, -4.0873, 2.1014], [-4.7854, 2.9180, -3.8590], [-0.0524, 0.3937, 2.6252], [3.2310, 2.8101, -4.1897], [-0.4056, 2.1174, 4.2085], [2.2841, 0.4712, 0.5885], [2.4727, -0.6023, 0.5064], [-0.2296, 2.3420, 0.7535], [0.5042, -1.9506, 3.8980], [-2.5317, 2.7615, 0.8588], [-2.3988, 3.1032, -2.4764], [-1.8754, -0.6582, -3.2470], [-1.5630, -4.5896, 3.2489], [3.0445, -0.7408, -2.6939], [-5.0147, 2.2873, -1.7524], [-1.9337, -2.7813, 1.6768], [-3.1846, 3.2765, 2.4307], [1.9448, 1.1870, -3.6071], [3.8430, -2.5464, 0.9134], [1.6070, -1.3900, -0.2660], [-3.0317, 2.4153, 1.7691], [-2.1204, 0.2201, 1.5514], [-0.0690, 2.6413, 1.7989], [-1.0735, -1.9524, 2.4171], [-0.5961, -3.8158, 3.9014], [0.6776, 2.2592, 4.3154], [-2.8946, -4.7078, 1.5479], [2.9940, -4.4346, 0.3138], [-0.7229, 1.3515, 4.9258], [-0.1761, 2.0725, -2.1117], [-0.7078, 1.6693, 2.7908], [-0.9788, 1.4539, -2.5251], [5.5554, 3.1260, -2.6742], [-1.7428, -1.7216, -3.4222], [1.8597, -0.0660, -3.0043], [4.2742, -0.1069, -2.7728], [-3.0465, 0.7646, 3.6700], [1.7201, -2.7857, -0.2452], [0.5509, -0.6799, -1.0888], [-1.8298, -5.5742, 3.6328], [0.6220, 0.3641, -0.7444], [6.6484, 1.2108, -2.7655], [-0.9051, 3.0642, 4.4478], [-5.6625, 0.9557, -3.3867], [-0.3126, -2.5225, 3.4550], [1.0465, 1.6841, -3.9561], [-2.3863, -2.3973, 0.7619], [-4.0173, 2.0370, 1.4788], [-0.4532, 3.6611, 1.9303]],
  "gap_ev": 9.493,
  "homo_energy_ev": -9.0,
  "de_lowest_kj_mol": 0.00,
  "total_energy_ha": -2090.07689,
  "lumo_energy_ha": 0.0183
}